# 1
{"formula": "C32H28Cl3N7ORhS", "method": "wB97M-V/def2-TZVPD", "homo_lumo_gap_ev": [7.007, 4.158], "total_charge": 3, "multiplicity": 5, "s2": 6.02, "symbols": ["Rh", "C", "N", "C", "C", "N", "C", "C", "C", "C", "C", "C", "N", "C", "N", "C", "C", "C", "C", "C", "C", "N", "H", "H", "H", "H", "H", "H", "H", "H", "H", "H", "H", "H", "H", "H", "H", "Cl", "C", "C", "C", "C", "C", "C", "N", "C", "C", "N", "C", "O", "C", "C", "C", "Cl", "S", "C", "C", "C", "Cl", "C", "H", "H", "H", "H", "H", "H", "H", "H", "H", "H", "H", "H", "H"], "xyz": [[-1.122, 2.025, -1.143], [0.268, 4.677, -0.279], [-1.065, 4.182, -0.720], [-2.310, 4.678, -0.040], [-3.427, 3.716, -0.468], [-3.124, 2.551, -1.078], [-4.352, 1.880, -1.324], [-4.633, 0.651, -1.927], [-5.955, 0.303, -2.062], [-6.985, 1.148, -1.624], [-6.718, 2.378, -0.996], [-5.413, 2.724, -0.857], [-4.748, 3.865, -0.334], [1.265, 3.590, -0.673], [0.872, 2.383, -1.111], [2.047, 1.620, -1.338], [2.226, 0.341, -1.844], [3.527, -0.070, -2.081], [4.616, 0.757, -1.803], [4.471, 2.033, -1.225], [3.182, 2.461, -1.015], [2.613, 3.676, -0.615], [0.346, 4.837, 0.818], [0.575, 5.617, -0.773], [-1.160, 4.486, -1.709], [-2.485, 5.709, -0.369], [-2.216, 4.713, 1.060], [-3.819, 0.054, -2.270], [-6.248, -0.641, -2.494], [-8.012, 0.841, -1.828], [-7.517, 3.045, -0.718], [-5.245, 4.693, 0.069], [1.376, -0.319, -1.971], [3.722, -1.046, -2.489], [5.591, 0.361, -2.021], [5.301, 2.648, -0.958], [3.165, 4.524, -0.403], [4.728, -6.266, 0.087], [3.294, -5.437, 0.512], [2.551, -4.736, -0.456], [1.489, -3.899, -0.114], [1.106, -3.780, 1.240], [-0.123, -2.989, 1.711], [-1.328, -3.035, 0.630], [-1.319, -1.961, -0.361], [-1.249, -2.045, -1.749], [-1.230, -0.778, -2.247], [-1.328, 0.103, -1.173], [-1.422, -0.637, -0.089], [0.144, -1.661, 2.213], [1.275, -0.871, 1.799], [2.479, -1.058, 2.651], [3.760, -1.438, 2.264], [4.411, -1.776, 0.729], [4.871, -1.603, 3.601], [3.622, -1.148, 4.731], [2.442, -0.903, 4.082], [1.861, -4.512, 2.205], [1.512, -4.412, 3.886], [2.924, -5.355, 1.857], [2.844, -4.847, -1.489], [0.978, -3.393, -0.932], [-0.576, -3.501, 2.574], [-2.270, -2.935, 1.234], [-1.300, -4.011, 0.112], [-1.256, -2.997, -2.244], [-1.171, -0.439, -3.275], [-1.513, -0.258, 0.918], [0.954, 0.180, 1.922], [1.463, -1.081, 0.736], [3.785, -1.131, 5.813], [1.541, -0.610, 4.600], [3.446, -5.869, 2.637]], "atomic_forces_ev_per_a": [[-0.5, 0.7, 0.0], [0.5, -0.3, 0.0], [-0.1, 2.1, -0.2], [0.1, 0.0, -0.3], [0.4, -0.8, -0.6], [-2.0, 0.9, 0.4], [-0.6, 1.2, 0.4], [0.4, 1.0, 0.5], [-0.6, 0.1, 0.3], [0.1, 0.5, 0.2], [-1.3, -0.8, -0.7], [2.9, -0.2, -0.2], [-1.2, 0.8, 0.5], [0.3, -0.9, -0.3], [2.8, 1.2, 0.4], [0.7, 1.7, 0.4], [-0.3, 0.0, 0.4], [0.0, 0.4, 0.1], [-0.2, 0.6, 0.5], [0.0, -1.0, -0.4], [-2.3, -0.9, -0.7], [0.5, 0.7, 0.3], [-0.4, -0.1, -0.6], [-0.3, -0.3, 0.2], [0.0, -0.2, 0.8], [-0.4, -0.2, 0.1], [0.2, -0.3, -0.5], [0.3, -0.5, -0.3], [0.2, -0.1, -0.2], [0.3, 0.2, 0.3], [-0.2, 0.0, 0.2], [0.8, -1.1, -0.5], [0.1, 0.0, -0.3], [0.0, -0.2, -0.1], [0.4, 0.1, 0.0], [0.6, 0.2, 0.0], [-0.7, -0.8, -0.1], [-0.1, -0.2, -0.1], [-0.5, 0.7, 0.5], [0.3, 0.0, 0.1], [0.3, -0.7, 0.8], [0.1, 0.1, 0.5], [-0.1, -0.4, -1.1], [0.1, 0.2, 1.4], [-0.2, 1.2, -0.6], [0.2, 0.0, 0.2], [-0.1, -0.4, 0.3], [-0.5, -3.5, -0.5], [0.4, -0.9, 0.7], [0.0, 0.3, 0.2], [-1.1, -0.5, -0.9], [-0.5, 0.0, 2.3], [1.6, -0.6, -0.3], [-0.8, 0.3, 0.9], [-0.3, 0.2, 0.6], [1.3, -0.7, -0.5], [-1.2, 0.2, -2.2], [0.0, 0.0, -1.0], [-0.2, 0.2, 0.2], [-0.5, 0.8, -0.7], [0.0, 0.0, -0.1], [-0.1, 0.0, 0.3], [0.4, 0.1, -0.2], [0.8, -0.2, -0.8], [-0.1, 0.6, 0.3], [0.1, -0.1, -0.1], [-0.1, -0.1, 0.2], [-0.1, 0.0, 0.0], [0.0, -0.4, -0.2], [0.4, 0.3, 0.2], [0.1, 0.0, -0.5], [-0.1, 0.0, 0.0], [0.3, -0.3, 0.1]], "lowdin_charge": [1.241, -0.079, -0.179, -0.067, -0.272, -0.030, -0.177, -0.017, -0.055, -0.027, 0.008, -0.157, 0.182, -0.266, -0.036, -0.178, -0.029, -0.102, -0.061, 0.018, -0.156, 0.178, 0.149, 0.147, 0.144, 0.140, 0.143, 0.083, 0.118, 0.126, 0.126, 0.211, 0.090, 0.111, 0.116, 0.120, 0.202, 0.770, -0.662, -0.085, -0.033, -0.185, -0.231, -0.015, -0.029, -0.021, -0.109, -0.167, -0.128, -0.117, -0.141, -0.235, -0.853, 0.862, 1.096, -0.235, -0.063, -0.580, 0.801, -0.107, 0.115, 0.104, 0.129, 0.154, 0.148, 0.138, 0.131, 0.146, 0.146, 0.115, 0.122, 0.144, 0.111]}

# 2
{"formula": "C32H28Cl4N3O6PRe", "method": "wB97M-V/def2-TZVPD", "homo_lumo_gap_ev": [7.761, 6.296], "relative_energy_kcal_mol": 0.0, "total_charge": 2, "multiplicity": 4, "s2": 3.77, "symbols": ["Re", "O", "Cl", "O", "O", "O", "Cl", "C", "C", "C", "C", "C", "C", "P", "C", "C", "C", "C", "C", "C", "C", "C", "C", "C", "C", "C", "H", "H", "H", "H", "H", "H", "H", "H", "H", "H", "H", "H", "H", "H", "N", "N", "H", "H", "H", "H", "Cl", "C", "C", "C", "C", "C", "Cl", "C", "N", "C", "C", "C", "C", "C", "C", "C", "C", "O", "O", "H", "H", "H", "H", "H", "H", "H", "H", "H", "H"], "xyz": [[0.055, -1.295, -0.887], [2.462, 1.029, 0.509], [2.229, -1.815, -1.031], [2.534, -3.022, -0.218], [0.239, -1.571, 1.076], [2.564, -1.963, -2.470], [-0.384, -1.550, -3.211], [-0.618, 0.022, -3.956], [-1.171, 0.048, -5.217], [-1.305, 1.276, -5.845], [-0.877, 2.437, -5.214], [-0.335, 2.380, -3.939], [-0.208, 1.158, -3.279], [0.489, 1.047, -1.597], [2.265, 1.306, -1.821], [3.090, 1.237, -0.689], [4.461, 1.366, -0.804], [5.017, 1.567, -2.059], [4.216, 1.647, -3.189], [2.844, 1.514, -3.072], [-0.172, 2.551, -0.834], [0.647, 3.473, -0.190], [0.121, 4.693, 0.213], [-1.211, 4.995, -0.029], [-2.036, 4.065, -0.649], [-1.526, 2.839, -1.038], [-1.488, -0.868, -5.705], [-1.743, 1.323, -6.834], [-0.969, 3.392, -5.714], [-0.006, 3.291, -3.452], [3.102, 1.005, 1.230], [5.094, 1.306, 0.076], [6.093, 1.660, -2.152], [4.662, 1.809, -4.163], [2.220, 1.565, -3.956], [1.694, 3.262, -0.027], [0.765, 5.417, 0.697], [-1.611, 5.958, 0.267], [-3.081, 4.296, -0.829], [-2.173, 2.114, -1.520], [0.402, -4.103, -2.315], [-0.047, -3.561, -1.075], [-0.012, -5.009, -2.473], [1.408, -4.147, -2.337], [0.493, -3.900, -0.281], [-1.037, -3.786, -0.967], [-2.271, 2.279, 2.653], [-1.754, 1.393, 4.032], [-1.800, 1.976, 5.282], [-1.416, 1.270, 6.416], [-1.011, -0.037, 6.282], [-0.995, -0.584, 5.011], [-0.574, -2.278, 4.864], [-1.310, 0.079, 3.829], [-1.254, -0.477, 2.568], [-0.627, -1.728, 2.163], [0.351, -2.238, 3.244], [0.821, -3.628, 3.038], [-0.004, -4.500, 2.459], [-1.338, -4.101, 1.996], [-1.688, -2.819, 1.870], [-3.009, -2.396, 1.272], [-2.657, -2.202, -0.199], [-2.854, -3.096, -0.998], [-1.983, -1.084, -0.474], [-2.149, 2.997, 5.365], [-1.439, 1.737, 7.392], [-0.734, -0.634, 7.143], [-1.535, 0.110, 1.800], [1.142, -1.509, 3.405], [1.796, -3.909, 3.418], [0.304, -5.531, 2.327], [-2.050, -4.882, 1.743], [-3.377, -1.479, 1.725], [-3.746, -3.188, 1.341]], "atomic_forces_ev_per_a": [[-2.9, -0.6, 1.6], [-0.1, -0.1, -0.1], [2.5, -0.1, 0.2], [-0.2, -0.2, 0.0], [0.1, 0.7, -0.7], [-0.1, -0.1, -0.1], [-0.2, -0.2, -0.8], [0.0, 0.4, 0.1], [0.0, -0.3, -0.1], [0.0, 0.1, -0.1], [0.0, 0.0, 0.0], [0.0, 0.1, 0.0], [0.1, -0.2, 0.1], [0.2, 0.7, -0.3], [0.0, -0.1, 0.3], [-0.1, 0.0, -0.1], [0.1, 0.0, 0.0], [0.1, 0.0, 0.0], [0.0, 0.0, -0.1], [0.0, 0.0, 0.0], [-0.3, -0.2, 0.1], [0.0, 0.0, -0.1], [0.0, 0.0, 0.0], [0.0, 0.0, 0.1], [-0.1, -0.1, 0.1], [0.0, -0.1, 0.1], [0.0, 0.1, 0.0], [0.0, 0.0, 0.0], [0.0, -0.1, 0.0], [0.0, 0.0, 0.0], [0.1, 0.0, 0.0], [-0.1, 0.0, -0.1], [-0.1, 0.0, 0.0], [0.0, 0.0, 0.1], [0.1, 0.0, 0.0], [0.0, 0.0, 0.0], [0.0, 0.0, 0.0], [0.0, -0.1, 0.0], [0.1, 0.0, 0.0], [0.0, 0.0, 0.0], [-0.4, 0.3, -0.3], [-0.1, 0.7, 0.3], [0.1, -0.3, 0.1], [0.3, 0.0, 0.1], [0.1, -0.2, 0.1], [-0.1, -0.1, 0.0], [0.0, 0.2, -0.3], [0.0, 0.1, 0.0], [0.0, 0.1, 0.0], [0.0, 0.2, 0.0], [0.0, -0.2, 0.1], [0.0, 0.1, 0.0], [0.0, -0.2, 0.1], [0.0, -0.2, -0.1], [0.4, -0.3, 0.1], [-0.4, -0.3, 0.4], [0.2, 0.0, -0.5], [0.0, -0.1, 0.1], [-0.1, -0.1, -0.1], [0.1, -0.2, 0.1], [0.1, 0.3, 0.0], [0.3, 0.1, -0.2], [-0.3, -0.3, -0.2], [0.2, 0.4, 0.1], [0.9, -0.3, -0.2], [0.0, 0.0, 0.0], [0.0, 0.0, -0.1], [0.0, 0.0, -0.1], [-0.1, 0.2, -0.1], [-0.1, 0.0, 0.1], [-0.1, 0.1, -0.1], [0.0, 0.1, 0.0], [0.1, 0.1, 0.0], [0.0, 0.0, 0.0], [0.0, -0.1, 0.1]], "lowdin_charge": [1.208, 0.003, 0.777, -0.506, -0.290, -0.514, 0.857, -0.540, -0.064, -0.026, -0.028, -0.064, -0.373, 1.017, -0.312, -0.378, 0.003, -0.032, -0.047, -0.051, -0.348, -0.062, -0.050, -0.055, -0.069, -0.109, 0.126, 0.127, 0.125, 0.130, 0.127, 0.130, 0.124, 0.120, 0.111, 0.101, 0.118, 0.120, 0.119, 0.117, -0.020, -0.141, 0.107, 0.070, 0.080, 0.077, 0.790, -0.574, -0.064, -0.049, -0.072, -0.410, 1.256, -0.263, 0.114, -0.489, -0.310, -0.092, -0.038, -0.011, -0.135, -0.017, -0.582, 0.076, -0.223, 0.123, 0.127, 0.126, 0.085, 0.150, 0.131, 0.130, 0.139, 0.128, 0.138]}

Table of largest force on an atom (eV Å⁻¹), in record order: 3.605, 3.379